5 unconnected molecules or ions with the total composition C20H28F4NO14, computed with the ωB97M-V functional and the def2-TZVPD basis.

Calculated total energy   -62213.7460 eV
HOMO-LUMO gap   11.12 eV
2S+1   1
Net charge   +1

Geometry as XYZ:
```
67
Properties=species:S:1:pos:R:3:forces:R:3:lowdin_charge:R:1
C -4.828 -6.081 1.963 0.3 -0.2 -0.1 0.029
C -3.956 -6.368 0.779 -0.7 -1.1 -1.6 -0.484
O -4.343 -6.897 -0.241 0.7 0.9 1.4 0.145
O -2.628 -5.967 0.914 -0.3 0.2 0.3 -0.032
C -2.404 -4.710 0.287 0.0 -0.3 0.0 -0.163
C -1.125 -4.159 0.885 0.0 -0.1 -0.3 -0.055
N -1.009 -2.665 0.821 0.5 -0.6 -0.1 -0.049
C -2.120 -1.832 1.411 0.2 1.4 0.1 -0.069
C -2.297 -0.704 0.395 0.4 -0.8 -1.0 -0.126
C -2.089 -1.501 -0.907 -0.6 0.4 0.8 -0.131
C -0.764 -2.162 -0.583 -1.5 0.5 -0.5 -0.099
H -5.695 -6.720 1.912 -0.3 -0.1 0.0 0.094
H -4.303 -6.232 2.897 0.2 0.0 0.1 0.091
H -5.144 -5.044 1.904 -0.1 0.2 0.1 0.091
H -2.298 -4.868 -0.783 -0.1 0.1 -0.3 0.140
H -3.256 -4.056 0.453 -0.1 0.1 0.1 0.111
H -0.288 -4.538 0.312 0.3 0.0 0.1 0.116
H -1.000 -4.501 1.904 -0.2 0.2 0.3 0.151
H -0.161 -2.454 1.343 0.2 0.0 0.0 0.161
H -3.034 -2.384 1.553 0.0 -0.4 0.1 0.121
H -1.748 -1.394 2.327 -0.1 -0.3 0.5 0.135
H -3.223 -0.155 0.457 -0.2 0.0 0.2 0.131
H -1.436 -0.062 0.463 -0.1 0.7 0.4 0.070
H -2.097 -0.939 -1.830 0.2 0.2 -0.1 0.128
H -2.911 -2.214 -0.929 0.0 -0.4 -0.5 0.111
H -0.014 -1.391 -0.510 0.5 -0.1 -0.2 0.128
H -0.557 -2.932 -1.309 0.6 -0.5 0.3 0.133
C 1.474 3.367 0.038 0.0 0.2 0.0 -0.032
C 0.345 2.825 -0.799 0.2 -0.3 -0.2 -0.284
O 0.120 1.534 -0.211 -0.1 0.3 0.3 0.102
C 0.498 1.630 1.098 0.2 0.1 -0.2 -0.557
O 0.211 0.835 1.936 -0.1 -0.4 0.0 0.154
O 1.223 2.731 1.307 0.0 0.1 0.0 0.093
F 0.708 2.654 -2.097 -0.1 -0.1 0.1 0.080
H 2.445 3.053 -0.335 0.0 0.0 -0.1 0.134
H 1.458 4.447 0.137 -0.1 0.0 0.2 0.144
H -0.572 3.405 -0.756 0.0 -0.1 -0.1 0.143
C -1.129 6.732 -3.706 0.1 0.1 0.0 -0.035
C -2.590 6.391 -3.510 0.0 -0.2 0.0 -0.304
O -2.544 5.509 -2.393 -0.1 0.2 0.0 0.138
C -1.441 5.817 -1.669 0.0 0.1 -0.2 -0.557
O -1.231 5.431 -0.566 0.0 -0.1 0.2 0.160
O -0.618 6.618 -2.369 0.0 0.1 -0.2 0.084
F -3.116 5.739 -4.570 0.1 -0.1 0.1 0.085
H -0.636 6.000 -4.346 -0.1 -0.1 0.0 0.147
H -0.962 7.731 -4.097 0.0 0.1 0.2 0.143
H -3.228 7.240 -3.264 -0.1 0.0 -0.1 0.176
C 5.147 4.500 3.781 0.1 -0.1 0.1 -0.038
C 3.643 4.671 3.764 0.0 0.2 -0.1 -0.307
O 3.394 4.981 2.401 -0.1 -0.2 0.1 0.126
C 4.388 4.425 1.658 0.0 0.1 0.2 -0.554
O 4.345 4.291 0.483 0.0 0.0 -0.3 0.172
O 5.407 4.035 2.448 0.0 0.0 0.2 0.083
F 3.231 5.699 4.540 0.0 0.0 -0.1 0.085
H 5.650 5.454 3.939 -0.1 0.1 0.0 0.147
H 5.495 3.777 4.513 0.0 -0.1 -0.1 0.141
H 3.079 3.777 4.033 -0.1 0.0 0.1 0.174
C 2.718 -4.969 -2.313 0.0 -0.1 0.0 -0.024
C 3.959 -4.145 -2.039 0.0 0.1 -0.1 -0.295
O 3.439 -3.082 -1.240 0.1 -0.2 0.2 0.157
C 2.344 -3.538 -0.606 0.3 -0.1 -0.3 -0.553
O 1.810 -2.992 0.305 -0.2 0.2 0.3 0.157
O 1.924 -4.702 -1.141 0.0 0.0 -0.1 0.064
F 4.495 -3.636 -3.163 -0.1 0.1 0.1 0.098
H 2.194 -4.606 -3.197 0.1 0.1 0.0 0.148
H 2.911 -6.033 -2.412 -0.1 0.0 0.2 0.146
H 4.735 -4.663 -1.474 0.1 0.0 0.0 0.179
```
Positions in Å, forces in eV/Å.

=====

A molecular structure, C32H46N3O2PtSi4Te, computed with the ωB97M-V functional and the def2-TZVPD basis.

Calculated total energy   -84545.1675 eV
HOMO-LUMO gap   5.45 eV
2S+1   1
Net charge   +1

Geometry as XYZ:
```
89
Properties=species:S:1:pos:R:3:forces:R:3:lowdin_charge:R:1
Pt -0.785 0.511 0.242 1.3 1.0 0.2 0.704
C 2.327 0.830 -2.991 -0.1 0.0 0.0 -0.020
O 2.341 1.981 -2.079 0.1 -0.2 -0.2 0.073
C 1.407 1.741 -1.187 0.1 0.2 -0.1 -0.309
N 0.723 0.663 -1.279 -0.7 -0.4 0.1 0.009
C 1.257 -0.129 -2.410 -0.1 0.0 0.0 -0.204
C 1.810 -1.484 -2.000 0.1 0.0 0.1 -0.177
C 2.759 -2.098 -2.813 0.0 0.0 0.0 -0.042
C 3.295 -3.331 -2.471 0.0 0.0 0.0 -0.065
C 2.876 -3.973 -1.314 0.0 0.0 0.0 -0.071
C 1.909 -3.380 -0.516 0.0 0.0 0.0 -0.060
C 1.377 -2.143 -0.855 0.1 0.0 0.0 -0.053
C 1.182 2.677 -0.073 0.4 0.0 -0.4 -0.149
C 1.693 3.949 0.104 0.0 0.1 0.1 0.058
C 1.339 4.631 1.267 -0.1 -0.1 0.0 0.009
C 0.496 4.031 2.202 0.2 0.1 0.0 0.059
C 0.037 2.759 1.921 -0.2 0.0 0.5 -0.151
N 0.390 2.118 0.823 -0.4 -0.3 -0.2 0.002
C -0.868 1.904 2.708 -0.1 0.2 0.0 -0.320
N -1.444 0.891 2.164 0.1 -0.6 -0.1 -0.022
C -2.179 0.164 3.221 -0.2 0.1 -0.1 -0.218
C -1.940 1.063 4.460 -0.1 0.0 0.0 -0.007
O -1.072 2.145 3.979 -0.2 -0.1 0.2 0.078
C -1.766 -1.265 3.469 0.1 -0.1 0.0 -0.207
C -2.463 -1.946 4.466 0.0 0.0 0.0 -0.054
C -2.148 -3.258 4.777 0.0 0.0 0.0 -0.064
C -1.127 -3.907 4.092 0.0 0.0 0.0 -0.066
C -0.436 -3.235 3.096 0.0 0.0 0.0 -0.057
C -0.752 -1.916 2.785 0.1 -0.1 0.1 -0.049
H 3.322 0.400 -2.987 0.1 0.0 0.1 0.125
H 2.092 1.199 -3.985 -0.1 0.1 0.0 0.139
H 0.445 -0.288 -3.120 -0.1 0.1 0.0 0.153
H 3.083 -1.624 -3.734 0.0 0.0 0.0 0.116
H 4.040 -3.789 -3.109 0.0 0.0 0.0 0.111
H 3.296 -4.932 -1.041 0.0 0.0 0.0 0.109
H 1.564 -3.886 0.378 0.0 0.0 0.0 0.096
H 0.618 -1.700 -0.226 0.0 0.0 0.0 0.023
H 2.338 4.385 -0.646 0.0 0.0 0.0 0.136
H 1.716 5.629 1.441 0.0 0.0 0.0 0.127
H 0.203 4.529 3.116 0.0 0.0 0.0 0.137
H -3.233 0.175 2.937 0.0 0.0 0.0 0.112
H -1.413 0.540 5.251 0.1 0.0 0.0 0.138
H -2.846 1.513 4.856 0.0 0.1 -0.1 0.138
H -3.268 -1.450 5.001 0.0 0.0 0.0 0.123
H -2.698 -3.773 5.553 0.0 0.0 0.0 0.112
H -0.870 -4.929 4.339 0.0 0.0 0.0 0.110
H 0.362 -3.735 2.561 0.0 0.0 0.0 0.097
H -0.201 -1.407 2.008 0.0 0.0 0.0 0.058
C -5.209 -2.563 -2.929 0.1 -0.2 0.0 -0.227
Si -5.736 -0.839 -2.441 0.0 0.0 -0.1 0.289
C -5.152 0.410 -3.701 0.2 0.1 -0.2 -0.221
C -7.605 -0.790 -2.467 -0.2 0.0 0.1 -0.206
Si -4.748 -0.322 -0.370 0.1 -0.3 0.4 0.093
Te -2.391 -1.116 -0.867 -0.1 -0.2 -0.2 0.471
Si -5.601 -1.765 1.310 -0.2 0.2 -0.2 0.327
C -7.214 -2.454 0.654 -0.1 -0.1 0.0 -0.222
C -6.056 -0.873 2.902 0.1 0.1 0.2 -0.209
C -4.394 -3.135 1.672 0.1 -0.2 0.0 -0.229
Si -5.135 1.914 0.201 0.0 -0.1 -0.2 0.320
C -4.450 2.370 1.882 0.1 0.0 0.2 -0.202
C -6.998 2.056 0.246 -0.2 0.0 0.0 -0.204
C -4.447 3.111 -1.052 0.1 0.1 -0.1 -0.207
H -5.637 -2.826 -3.901 0.0 0.0 0.0 0.039
H -5.559 -3.299 -2.199 0.0 0.0 0.0 0.025
H -4.122 -2.658 -3.003 -0.1 0.0 0.0 -0.002
H -5.457 0.096 -4.704 0.0 0.0 0.0 0.038
H -4.065 0.526 -3.697 -0.1 0.0 0.0 0.022
H -5.601 1.388 -3.510 0.0 0.0 0.0 0.017
H -7.930 -0.889 -3.507 0.0 0.0 0.0 0.041
H -8.011 0.149 -2.083 0.0 0.0 0.0 0.018
H -8.053 -1.607 -1.901 0.0 0.0 0.0 0.014
H -7.854 -1.641 0.302 0.0 -0.1 0.0 0.020
H -7.760 -2.990 1.437 0.1 0.0 0.0 0.039
H -7.058 -3.145 -0.179 0.0 0.1 0.0 0.027
H -6.685 0.000 2.711 0.0 0.0 0.0 0.018
H -5.188 -0.542 3.479 0.0 0.0 0.0 -0.001
H -6.626 -1.557 3.540 0.0 0.0 0.0 0.040
H -4.200 -3.722 0.769 0.0 0.0 0.0 0.031
H -4.788 -3.810 2.439 0.0 0.0 0.0 0.043
H -3.435 -2.746 2.017 0.0 0.0 0.0 -0.009
H -4.877 1.744 2.670 0.0 0.1 0.0 0.018
H -4.677 3.414 2.119 0.0 0.0 0.0 0.046
H -3.365 2.247 1.890 -0.1 0.1 0.0 -0.001
H -7.444 1.352 0.954 0.0 0.0 0.0 0.023
H -7.424 1.848 -0.739 0.0 0.0 0.0 0.017
H -7.308 3.064 0.536 0.0 0.0 0.0 0.041
H -3.355 3.049 -1.101 -0.1 0.0 0.0 0.023
H -4.719 4.139 -0.792 0.0 0.0 0.0 0.038
H -4.835 2.904 -2.052 0.0 0.0 0.0 0.014
```
Positions in Å, forces in eV/Å.

=====

Record-wise HOMO values, in eV: -13.0 -9.3